1.
{
  "formula": "C25H30N4O5Se2Ti",
  "method": "the ωB97M-V functional and the def2-TZVPD basis",
  "symbols": ["Ti", "C", "O", "C", "C", "C", "C", "C", "C", "N", "N", "C", "O", "C", "C", "C", "C", "C", "C", "C", "O", "H", "H", "H", "H", "H", "H", "H", "H", "H", "H", "H", "H", "O", "C", "C", "C", "O", "C", "Se", "C", "Se", "H", "H", "H", "H", "H", "H", "H", "H", "H", "H", "C", "C", "C", "C", "N", "N", "C", "H", "H", "H", "H", "H", "H", "H", "H"],
  "xyz": [[0.28, -0.54, -0.19], [0.40, -4.52, -1.38], [1.14, -4.34, -2.59], [2.18, -3.43, -2.55], [3.37, -3.82, -3.16], [4.44, -2.93, -3.20], [4.34, -1.69, -2.61], [3.16, -1.27, -1.96], [3.09, 0.01, -1.35], [2.05, 0.44, -0.62], [2.12, 1.74, -0.21], [1.10, 2.06, 0.53], [0.14, 1.19, 0.84], [0.93, 3.45, 0.94], [-0.12, 3.81, 1.80], [-0.32, 5.13, 2.16], [0.51, 6.14, 1.68], [1.56, 5.79, 0.83], [1.77, 4.47, 0.46], [2.03, -2.16, -1.97], [0.85, -1.79, -1.49], [0.01, -5.54, -1.42], [-0.43, -3.81, -1.29], [1.04, -4.40, -0.50], [3.43, -4.81, -3.59], [5.37, -3.23, -3.69], [5.19, -1.01, -2.62], [3.93, 0.69, -1.46], [-0.76, 3.03, 2.20], [-1.13, 5.39, 2.84], [0.36, 7.17, 1.97], [2.22, 6.56, 0.45], [2.58, 4.20, -0.20], [-0.74, 0.60, 3.51], [-1.85, -0.24, 3.26], [-1.54, -1.77, 3.18], [-2.28, -2.39, 4.38], [-2.22, -3.82, 4.46], [-0.05, -2.07, 3.36], [1.21, -1.97, 1.83], [-2.12, -2.44, 1.91], [-2.25, -1.39, 0.25], [-0.23, 0.67, 2.67], [-2.36, 0.06, 2.34], [-2.54, -0.07, 4.10], [-3.33, -2.07, 4.35], [-1.83, -2.02, 5.31], [-2.22, -4.14, 3.55], [0.04, -3.10, 3.73], [0.34, -1.41, 4.14], [-3.14, -2.78, 2.11], [-1.51, -3.31, 1.67], [-3.29, 3.35, -1.75], [-2.37, 2.24, -2.12], [-2.22, 1.51, -3.28], [-1.22, 0.55, -3.00], [-0.79, 0.71, -1.76], [-1.49, 1.73, -1.25], [-0.65, -0.51, -3.88], [-3.85, 3.68, -2.62], [-2.73, 4.21, -1.36], [-4.00, 3.04, -0.98], [-2.75, 1.65, -4.21], [-1.33, 1.93, -0.26], [-1.14, -0.50, -4.85], [-0.78, -1.49, -3.42], [0.42, -0.37, -4.02]],
  "spin_multiplicity": 1,
  "e_homo_ev": [0.858, 0.772],
  "charge": -2,
  "orbital_gap_ev": [3.5, 3.6]
}

---

2.
{
  "formula": "C25H31B3BrCl57I2O3",
  "method": "the ωB97M-V functional and the def2-TZVPD basis",
  "symbols": ["C", "C", "C", "I", "B", "O", "B", "Br", "O", "B", "C", "C", "C", "I", "O", "H", "H", "H", "H", "H", "H", "H", "H", "H", "H", "H", "H", "C", "Cl", "Cl", "Cl", "H", "C", "Cl", "Cl", "Cl", "H", "C", "Cl", "Cl", "Cl", "H", "C", "Cl", "Cl", "Cl", "H", "C", "Cl", "Cl", "Cl", "H", "C", "Cl", "Cl", "Cl", "H", "C", "Cl", "Cl", "Cl", "H", "C", "Cl", "Cl", "Cl", "H", "C", "Cl", "Cl", "Cl", "H", "C", "Cl", "Cl", "Cl", "H", "C", "Cl", "Cl", "Cl", "H", "C", "Cl", "Cl", "Cl", "H", "C", "Cl", "Cl", "Cl", "H", "C", "Cl", "Cl", "Cl", "H", "C", "Cl", "Cl", "Cl", "H", "C", "Cl", "Cl", "Cl", "H", "C", "Cl", "Cl", "Cl", "H", "C", "Cl", "Cl", "Cl", "H", "C", "Cl", "Cl", "Cl", "H"],
  "xyz": [[-4.31, -5.96, 1.47], [-4.51, -5.61, 2.97], [-5.13, -4.18, 3.27], [-5.29, -2.86, 1.56], [-4.15, -3.44, 4.32], [-4.54, -3.36, 5.69], [-4.43, -2.01, 6.06], [-5.90, -1.27, 7.18], [-3.37, -1.18, 5.69], [-2.79, -1.54, 4.44], [-1.91, -0.41, 3.71], [-2.78, 0.21, 2.57], [-3.69, 1.33, 3.17], [-5.15, 2.02, 1.69], [-2.95, -2.83, 3.87], [-4.13, -7.06, 1.42], [-3.38, -5.49, 1.10], [-5.18, -5.76, 0.83], [-5.12, -6.36, 3.51], [-3.51, -5.64, 3.44], [-6.12, -4.30, 3.75], [-0.98, -0.83, 3.31], [-1.60, 0.38, 4.42], [-2.20, 0.69, 1.75], [-3.44, -0.53, 2.10], [-4.28, 0.94, 4.02], [-3.12, 2.20, 3.52], [0.95, 1.29, 1.67], [2.41, 2.15, 1.17], [-0.39, 1.64, 0.56], [1.27, -0.45, 1.76], [0.67, 1.64, 2.65], [0.90, -0.23, -3.06], [1.39, -0.16, -1.36], [1.04, 1.36, -3.81], [1.87, -1.42, -3.94], [-0.14, -0.54, -3.10], [5.87, 0.03, -3.52], [4.69, 0.55, -2.32], [5.19, -1.27, -4.51], [6.38, 1.37, -4.55], [6.74, -0.36, -3.01], [-7.78, -6.60, -1.06], [-7.52, -8.04, -0.08], [-8.30, -5.25, -0.04], [-6.31, -6.17, -1.95], [-8.56, -6.80, -1.77], [7.64, 3.21, -0.69], [8.45, 1.81, 0.02], [7.88, 3.25, -2.44], [5.92, 3.23, -0.27], [8.08, 4.10, -0.25], [-8.86, 1.87, -0.13], [-8.30, 0.26, 0.34], [-7.48, 2.92, -0.50], [-9.97, 1.77, -1.50], [-9.39, 2.30, 0.71], [4.84, -4.99, -6.37], [6.58, -4.94, -6.11], [4.13, -3.38, -6.16], [4.46, -5.63, -7.97], [4.40, -5.65, -5.63], [9.29, 7.14, -0.21], [9.99, 5.60, 0.29], [10.55, 8.20, -0.87], [8.00, 6.90, -1.38], [8.87, 7.63, 0.67], [12.19, 10.11, 2.62], [12.54, 11.23, 1.30], [10.73, 9.18, 2.27], [13.55, 9.02, 2.89], [12.02, 10.68, 3.53], [-0.88, 0.73, -7.39], [0.09, 2.20, -7.22], [-0.86, -0.22, -5.90], [-2.53, 1.12, -7.86], [-0.44, 0.13, -8.18], [-9.69, -11.57, -0.17], [-7.96, -11.55, 0.20], [-10.38, -9.95, 0.00], [-9.97, -12.20, -1.80], [-10.18, -12.23, 0.54], [-6.47, -14.02, -2.46], [-4.76, -14.47, -2.43], [-6.95, -13.50, -4.08], [-7.48, -15.37, -1.91], [-6.62, -13.19, -1.78], [-11.15, -8.02, 3.74], [-12.57, -7.00, 3.51], [-10.06, -7.89, 2.35], [-10.30, -7.59, 5.22], [-11.48, -9.05, 3.82], [5.70, 10.43, -0.73], [7.41, 10.00, -0.90], [5.01, 10.82, -2.31], [4.81, 9.11, 0.03], [5.63, 11.30, -0.10], [13.61, 13.94, -0.90], [15.28, 13.46, -1.18], [13.53, 15.41, 0.06], [12.75, 14.15, -2.43], [13.12, 13.14, -0.35], [13.36, 4.76, 2.17], [12.30, 5.42, 3.42], [12.56, 3.43, 1.31], [13.86, 6.02, 1.04], [14.25, 4.36, 2.65], [8.62, 4.41, -6.48], [9.01, 5.57, -7.76], [7.18, 3.48, -6.91], [9.99, 3.34, -6.17], [8.41, 4.97, -5.58], [-8.12, 5.92, -3.17], [-6.42, 5.45, -3.10], [-8.55, 6.46, -4.80], [-9.15, 4.59, -2.65], [-8.27, 6.75, -2.49], [-9.59, -5.70, 8.98], [-8.08, -4.89, 8.53], [-10.86, -5.35, 7.81], [-9.34, -7.44, 9.13], [-9.90, -5.32, 9.95]],
  "spin_multiplicity": 1,
  "e_homo_ev": -9.174,
  "charge": 0,
  "orbital_gap_ev": 9.3
}

---

3.
{
  "formula": "C25H31Cl3N13S2Sr",
  "method": "the ωB97M-V functional and the def2-TZVPD basis",
  "symbols": ["Sr", "N", "C", "N", "C", "N", "C", "C", "N", "C", "C", "N", "H", "H", "H", "H", "H", "S", "C", "C", "C", "C", "N", "C", "C", "C", "S", "C", "N", "H", "H", "C", "N", "C", "C", "N", "N", "C", "C", "H", "H", "H", "H", "H", "H", "H", "H", "H", "H", "H", "H", "H", "Cl", "C", "Cl", "Cl", "C", "N", "N", "C", "C", "N", "C", "C", "H", "H", "H", "H", "H", "H", "H", "H", "H", "H", "H"],
  "xyz": [[0.19, -0.49, 0.49], [-3.95, 2.56, -0.12], [-2.61, 2.42, -0.22], [-2.30, 1.15, -0.29], [-3.50, 0.52, -0.22], [-4.52, 1.36, -0.12], [-3.67, -0.92, -0.27], [-4.92, -1.52, -0.04], [-5.11, -2.81, -0.20], [-4.07, -3.54, -0.56], [-2.81, -2.98, -0.69], [-2.61, -1.68, -0.57], [-4.51, 3.39, -0.04], [-1.92, 3.24, -0.24], [-5.77, -0.93, 0.27], [-4.26, -4.59, -0.74], [-1.93, -3.57, -0.92], [2.87, -0.02, -0.29], [3.48, -1.62, -0.61], [4.87, -1.76, -0.64], [5.48, -2.98, -0.88], [6.89, -3.06, -0.96], [8.03, -3.11, -1.05], [4.70, -4.13, -1.06], [3.31, -4.00, -1.05], [2.69, -2.77, -0.86], [0.95, -2.80, -1.03], [5.28, -5.40, -1.27], [5.74, -6.43, -1.46], [5.47, -0.88, -0.49], [2.69, -4.87, -1.20], [-0.97, -0.09, 6.51], [-0.13, -0.16, 5.34], [1.17, 0.44, 5.52], [-0.63, -0.41, 4.09], [-0.13, 0.08, 3.00], [-1.73, -1.23, 4.05], [-1.76, -2.46, 4.81], [-2.48, -1.30, 2.82], [-0.69, -0.85, 7.24], [-2.02, -0.20, 6.25], [-0.84, 0.89, 6.98], [1.54, 0.14, 6.50], [1.14, 1.53, 5.48], [1.87, 0.07, 4.76], [0.56, 0.80, 3.19], [-0.99, -2.45, 5.57], [-1.59, -3.32, 4.16], [-2.74, -2.58, 5.28], [-2.47, -0.33, 2.33], [-3.51, -1.58, 3.06], [-2.06, -2.05, 2.13], [2.44, 5.81, -1.56], [1.87, 5.06, -0.05], [0.67, 6.14, 0.74], [3.24, 4.76, 1.05], [1.21, 3.82, -0.34], [0.67, 2.83, -0.57], [1.16, -1.65, -4.94], [1.80, -0.33, -4.69], [1.40, 0.12, -3.27], [-0.02, 0.19, -3.09], [-0.66, -1.06, -3.42], [-0.32, -1.54, -4.84], [1.47, -2.29, -4.18], [1.45, -2.04, -5.84], [1.43, 0.37, -5.44], [2.88, -0.42, -4.78], [1.86, 1.08, -3.04], [1.80, -0.61, -2.55], [-0.42, 0.96, -3.61], [-1.74, -0.98, -3.30], [-0.29, -1.81, -2.71], [-0.66, -0.83, -5.60], [-0.77, -2.52, -5.04]],
  "spin_multiplicity": 1,
  "e_homo_ev": -9.052,
  "charge": 1,
  "orbital_gap_ev": 6.4
}

---

Question: charge of number 3 (C25H31Cl3N13S2Sr)?
Answer: +1

---

Question: Number 2 is which compound?
Answer: C25H31B3BrCl57I2O3

---

Repeat the third record exactly.
{
  "formula": "C25H31Cl3N13S2Sr",
  "method": "the ωB97M-V functional and the def2-TZVPD basis",
  "symbols": ["Sr", "N", "C", "N", "C", "N", "C", "C", "N", "C", "C", "N", "H", "H", "H", "H", "H", "S", "C", "C", "C", "C", "N", "C", "C", "C", "S", "C", "N", "H", "H", "C", "N", "C", "C", "N", "N", "C", "C", "H", "H", "H", "H", "H", "H", "H", "H", "H", "H", "H", "H", "H", "Cl", "C", "Cl", "Cl", "C", "N", "N", "C", "C", "N", "C", "C", "H", "H", "H", "H", "H", "H", "H", "H", "H", "H", "H"],
  "xyz": [[0.19, -0.49, 0.49], [-3.95, 2.56, -0.12], [-2.61, 2.42, -0.22], [-2.30, 1.15, -0.29], [-3.50, 0.52, -0.22], [-4.52, 1.36, -0.12], [-3.67, -0.92, -0.27], [-4.92, -1.52, -0.04], [-5.11, -2.81, -0.20], [-4.07, -3.54, -0.56], [-2.81, -2.98, -0.69], [-2.61, -1.68, -0.57], [-4.51, 3.39, -0.04], [-1.92, 3.24, -0.24], [-5.77, -0.93, 0.27], [-4.26, -4.59, -0.74], [-1.93, -3.57, -0.92], [2.87, -0.02, -0.29], [3.48, -1.62, -0.61], [4.87, -1.76, -0.64], [5.48, -2.98, -0.88], [6.89, -3.06, -0.96], [8.03, -3.11, -1.05], [4.70, -4.13, -1.06], [3.31, -4.00, -1.05], [2.69, -2.77, -0.86], [0.95, -2.80, -1.03], [5.28, -5.40, -1.27], [5.74, -6.43, -1.46], [5.47, -0.88, -0.49], [2.69, -4.87, -1.20], [-0.97, -0.09, 6.51], [-0.13, -0.16, 5.34], [1.17, 0.44, 5.52], [-0.63, -0.41, 4.09], [-0.13, 0.08, 3.00], [-1.73, -1.23, 4.05], [-1.76, -2.46, 4.81], [-2.48, -1.30, 2.82], [-0.69, -0.85, 7.24], [-2.02, -0.20, 6.25], [-0.84, 0.89, 6.98], [1.54, 0.14, 6.50], [1.14, 1.53, 5.48], [1.87, 0.07, 4.76], [0.56, 0.80, 3.19], [-0.99, -2.45, 5.57], [-1.59, -3.32, 4.16], [-2.74, -2.58, 5.28], [-2.47, -0.33, 2.33], [-3.51, -1.58, 3.06], [-2.06, -2.05, 2.13], [2.44, 5.81, -1.56], [1.87, 5.06, -0.05], [0.67, 6.14, 0.74], [3.24, 4.76, 1.05], [1.21, 3.82, -0.34], [0.67, 2.83, -0.57], [1.16, -1.65, -4.94], [1.80, -0.33, -4.69], [1.40, 0.12, -3.27], [-0.02, 0.19, -3.09], [-0.66, -1.06, -3.42], [-0.32, -1.54, -4.84], [1.47, -2.29, -4.18], [1.45, -2.04, -5.84], [1.43, 0.37, -5.44], [2.88, -0.42, -4.78], [1.86, 1.08, -3.04], [1.80, -0.61, -2.55], [-0.42, 0.96, -3.61], [-1.74, -0.98, -3.30], [-0.29, -1.81, -2.71], [-0.66, -0.83, -5.60], [-0.77, -2.52, -5.04]],
  "spin_multiplicity": 1,
  "e_homo_ev": -9.052,
  "charge": 1,
  "orbital_gap_ev": 6.4
}

---

Question: Look up the charge of the third one.
Answer: +1